100
Properties=species:S:1:pos:R:3 method="wB97M-V/def2-TZVPD" homo_energy_ha="-0.3969 / -0.3977" de_lowest_kcal_mol=0.00 charge=+1 spin_multiplicity=5 gap_ev="8.20 / 8.38"
O -1.446 -0.817 0.744
O -3.133 1.091 -1.577
C -2.212 -2.080 0.686
C -2.285 -2.787 2.021
H -1.688 -2.698 -0.058
H -3.201 -1.820 0.283
H -1.293 -3.061 2.401
H -2.862 -3.710 1.909
H -2.793 -2.178 2.771
C -1.795 0.093 1.850
C -3.258 0.484 1.834
H -1.147 0.978 1.738
H -1.517 -0.415 2.786
H -3.589 0.774 0.828
H -3.397 1.351 2.493
H -3.889 -0.334 2.202
C -2.867 2.426 -2.062
C -4.477 0.623 -1.841
C -2.664 3.416 -0.935
H -3.686 2.775 -2.720
H -1.944 2.362 -2.658
H -3.557 3.519 -0.306
H -2.447 4.401 -1.362
H -1.813 3.144 -0.301
C -5.542 1.481 -1.191
H -4.508 -0.396 -1.432
H -4.654 0.569 -2.933
H -5.366 1.595 -0.117
H -6.517 1.003 -1.319
H -5.593 2.468 -1.659
H -1.364 -0.226 -1.254
N 2.170 -0.946 2.233
C 3.487 -0.736 2.439
C 4.310 -0.008 1.568
C 3.925 0.836 0.520
C 4.115 -1.250 3.716
H 3.795 -2.270 3.953
H 3.863 -0.606 4.572
H 5.205 -1.254 3.614
C 4.911 1.849 0.003
H 4.491 2.863 0.032
H 5.227 1.626 -1.024
H 5.803 1.837 0.640
N 2.709 0.761 -0.038
C 1.341 -1.279 3.359
C 1.012 -2.626 3.612
C 1.619 -3.711 2.780
C 0.174 -2.918 4.690
H -0.087 -3.961 4.882
C -0.292 -1.901 5.524
H -0.945 -2.142 6.362
C 0.116 -0.582 5.323
H -0.188 0.215 6.005
C 0.956 -0.260 4.260
C 1.500 1.127 4.115
C 2.244 1.651 -1.064
C 2.449 1.316 -2.424
C 3.268 0.112 -2.784
C 1.811 2.077 -3.398
H 1.939 1.799 -4.448
C 1.012 3.167 -3.044
H 0.503 3.737 -3.820
C 0.880 3.539 -1.704
H 0.283 4.415 -1.433
C 1.505 2.805 -0.701
C 1.354 3.181 0.743
Pm 0.975 -0.726 0.176
H 1.169 -3.806 1.782
H 1.485 -4.675 3.285
H 2.697 -3.563 2.639
H 1.409 1.530 3.097
H 2.563 1.177 4.401
H 0.956 1.803 4.786
H 3.520 0.138 -3.855
H 2.734 -0.843 -2.619
H 4.209 0.066 -2.217
H 2.268 2.989 1.323
H 0.522 2.647 1.241
H 1.125 4.254 0.824
H 5.375 -0.008 1.805
C -0.535 -0.406 -2.009
Si -1.200 -0.818 -3.759
H 0.100 0.492 -2.099
H 0.071 -1.346 -1.791
C -2.604 -2.036 -3.556
C 0.241 -1.580 -4.699
C -1.793 0.666 -4.739
H -1.885 0.399 -5.802
H -1.105 1.521 -4.671
H -2.783 1.002 -4.401
H -2.239 -2.980 -3.123
H -3.034 -2.250 -4.546
H -3.396 -1.634 -2.907
H 0.806 -2.275 -4.064
H 0.933 -0.809 -5.067
H -0.128 -2.140 -5.568
F 2.948 -3.167 -0.212
C 1.704 -2.932 -0.838
F 1.996 -3.129 -2.197
F 0.938 -4.053 -0.503



112
Properties=species:S:1:pos:R:3 method="wB97M-V/def2-TZVPD" homo_energy_ha=-0.3700 de_lowest_kcal_mol=75.04 smiles="C[C@H]1COC(=O)O1.C[C@H]1COC(=O)O1.C[C@H]1COC(=O)O1.C[C@H]1COC(=O)O1.COC(=O)OC.COC(=O)OC.CCCC#N.CCCC#N.CCCC#N" charge=0 gap_ev=10.24
C -1.797 -0.049 2.971
C -2.276 -0.316 1.583
C -2.916 0.762 0.771
O -2.049 0.959 -0.349
C -1.161 0.047 -0.349
O -0.279 -0.180 -1.265
O -1.226 -0.630 0.797
H -1.567 -0.957 3.592
H -2.578 0.396 3.573
H -1.037 0.753 2.986
H -3.023 -1.164 1.504
H -2.945 1.738 1.283
H -4.014 0.748 0.545
C -1.993 4.241 -0.319
C -1.436 3.681 -1.607
C -2.443 3.214 -2.687
O -1.849 3.766 -3.836
C -0.960 4.671 -3.548
O -0.368 5.434 -4.321
O -0.666 4.676 -2.293
H -1.146 4.293 0.306
H -2.795 3.629 0.050
H -2.412 5.203 -0.493
H -0.873 2.772 -1.488
H -3.395 3.617 -2.504
H -2.789 2.163 -2.695
C 0.304 0.920 -3.869
C -0.034 1.546 -5.203
C 0.836 0.965 -6.372
O 0.115 -0.066 -6.928
C -1.153 0.041 -6.517
O -2.133 -0.550 -6.962
O -1.292 1.052 -5.590
H 0.176 -0.134 -3.853
H -0.145 1.395 -3.119
H 1.386 1.070 -3.690
H -0.123 2.632 -5.184
H 1.861 0.778 -6.109
H 0.827 1.780 -7.133
C -3.447 -3.725 -2.090
C -2.957 -2.250 -2.061
C -2.733 -1.523 -3.415
O -3.418 -0.257 -3.214
C -4.154 -0.408 -2.137
O -5.058 0.316 -1.886
O -3.961 -1.452 -1.487
H -4.163 -4.068 -2.844
H -4.012 -3.899 -1.129
H -2.731 -4.566 -2.045
H -2.094 -2.124 -1.437
H -2.891 -2.230 -4.229
H -1.690 -1.355 -3.341
C 4.077 -1.670 -3.348
O 3.374 -0.598 -2.969
C 3.012 -0.500 -1.664
O 3.193 -1.476 -0.630
O 2.461 0.678 -1.388
C 2.165 1.021 -0.033
H 3.520 -2.540 -3.039
H 5.053 -1.637 -2.874
H 4.363 -1.743 -4.354
H 1.706 1.959 0.119
H 3.065 1.028 0.484
H 1.517 0.267 0.463
C 0.817 -3.664 -0.824
O 1.132 -3.941 -2.195
C 1.948 -5.017 -2.407
O 2.564 -5.737 -1.362
O 2.125 -5.409 -3.688
C 3.035 -6.488 -3.924
H 1.670 -3.593 -0.136
H 0.369 -4.537 -0.312
H 0.121 -2.828 -0.694
H 3.940 -6.464 -3.293
H 3.380 -6.319 -4.984
H 2.588 -7.487 -3.845
C 1.339 -1.979 2.286
C 1.081 -3.420 2.682
C -0.302 -3.695 3.005
C -1.215 -3.953 1.865
N -1.977 -4.145 0.981
H 2.426 -1.892 2.177
H 1.219 -1.253 3.124
H 0.766 -1.558 1.394
H 1.594 -3.581 3.667
H 1.556 -4.135 1.974
H -0.895 -2.912 3.398
H -0.426 -4.686 3.574
C 1.739 2.093 3.253
C 1.024 3.084 2.391
C 0.068 4.128 3.083
C -1.253 3.579 3.444
N -2.274 3.073 3.756
H 1.217 1.194 3.602
H 2.006 2.528 4.188
H 2.592 1.684 2.782
H 0.408 2.545 1.701
H 1.747 3.619 1.711
H 0.172 5.157 2.778
H 0.466 4.323 4.106
C 2.422 3.591 7.142
C 1.270 2.981 7.902
C 1.284 1.472 7.929
C 0.670 0.909 6.718
N 0.221 0.519 5.696
H 3.318 2.971 7.086
H 2.466 4.587 7.584
H 2.175 3.739 6.087
H 0.313 3.393 7.794
H 1.358 3.105 8.998
H 0.569 1.195 8.735
H 2.336 1.077 7.940



99
Properties=species:S:1:pos:R:3 method="wB97M-V/def2-TZVPD" homo_energy_ha=-0.5989 de_lowest_kcal_mol=0.00 charge=+3 gap_ev=5.46
C 0.046 3.156 -0.242
C -1.967 2.122 -0.858
C -0.523 4.415 -0.414
C -2.550 3.349 -1.167
C -1.815 4.510 -0.912
H 0.088 5.289 -0.184
H -3.569 3.365 -1.562
H -2.262 5.483 -1.113
N -0.714 2.048 -0.362
P 2.196 1.387 -0.476
P -2.533 -0.431 0.251
C 1.536 3.002 0.077
H 2.126 3.795 -0.417
H 1.709 3.113 1.165
C 1.661 -2.827 -0.021
O 1.837 -3.939 0.163
C -2.645 0.823 -1.190
H -3.710 0.957 -1.429
C -3.263 -2.071 -0.359
C -3.501 0.230 1.731
C 2.506 1.582 -2.331
C 3.760 0.973 0.494
C -2.111 -2.955 -0.882
H -1.452 -3.278 -0.063
H -2.554 -3.853 -1.340
H -1.501 -2.449 -1.640
C -3.931 -2.845 0.784
H -3.224 -3.071 1.592
H -4.807 -2.330 1.194
H -4.276 -3.805 0.373
C -4.271 -1.812 -1.484
H -4.748 -2.771 -1.738
H -5.069 -1.115 -1.189
H -3.774 -1.439 -2.388
C -3.205 -0.688 2.949
H -2.226 -1.179 2.877
H -3.184 -0.077 3.863
H -3.976 -1.455 3.084
C -3.002 1.646 2.083
H -1.907 1.681 2.151
H -3.346 2.405 1.370
H -3.395 1.915 3.077
C -5.020 0.275 1.427
H -5.277 0.227 0.359
H -5.557 -0.529 1.948
H -5.422 1.224 1.813
C 4.297 -0.349 -0.081
H 5.170 -0.652 0.512
H 3.550 -1.156 -0.019
H 4.621 -0.252 -1.126
C 3.419 0.761 1.975
H 3.044 1.678 2.448
H 2.683 -0.031 2.125
H 4.341 0.469 2.500
C 4.806 2.098 0.405
H 4.364 3.101 0.484
H 5.502 1.988 1.250
H 5.409 2.050 -0.504
C 1.401 2.438 -2.959
H 1.398 3.475 -2.604
H 1.562 2.461 -4.046
H 0.414 1.994 -2.786
C 2.453 0.168 -2.960
H 1.424 -0.073 -3.279
H 3.116 0.150 -3.840
H 2.773 -0.634 -2.279
C 3.859 2.263 -2.597
H 3.955 3.227 -2.076
H 4.711 1.623 -2.343
H 3.926 2.470 -3.675
Sn 0.086 -0.204 -0.255
N -0.699 -0.290 -2.280
C -1.832 0.219 -2.441
C -2.442 0.371 -3.907
C -3.879 0.857 -3.929
C -1.599 1.402 -4.651
C -2.323 -0.992 -4.616
H -4.558 0.170 -3.417
H -3.978 1.858 -3.498
H -4.207 0.913 -4.975
H -0.548 1.091 -4.656
H -1.938 1.471 -5.694
H -1.683 2.398 -4.194
H -3.260 -1.262 -5.116
H -1.536 -0.939 -5.376
H -2.054 -1.792 -3.917
N 0.800 -0.266 6.642
C 0.608 -0.180 5.298
C 0.476 1.074 4.664
C 0.278 1.115 3.288
N 0.228 0.002 2.518
C 0.335 -1.202 3.129
C 0.525 -1.342 4.501
H 0.873 0.558 7.222
H 0.894 -1.162 7.104
H 0.518 1.990 5.253
H 0.159 2.086 2.785
H 0.257 -2.092 2.496
H 0.605 -2.318 4.958



106
Properties=species:S:1:pos:R:3 method="wB97M-V/def2-TZVPD" homo_energy_ha=-0.3252 de_lowest_kcal_mol=14.04 charge=0 gap_ev=9.29
Ca -0.094 0.106 -0.293
C 3.144 -3.552 2.507
C 2.177 -2.718 1.673
C 2.309 -3.050 0.186
C 2.374 -1.246 1.925
C 3.116 -0.623 2.927
C 2.995 0.738 2.699
C 3.504 1.757 3.699
C 2.602 1.674 4.941
C 3.644 3.220 3.299
N 2.233 0.900 1.592
N 1.833 -0.326 1.133
B 2.100 2.153 0.645
N 2.459 1.750 -0.822
N 1.668 0.975 -1.632
C 2.317 0.808 -2.776
C 3.547 1.466 -2.724
C 3.608 2.050 -1.477
C 4.822 2.787 -0.969
C 5.548 1.995 0.124
C 4.610 4.254 -0.577
C 1.740 0.048 -3.934
C 1.101 1.010 -4.941
C 0.739 -1.009 -3.493
N 0.711 2.843 0.804
N -0.461 2.141 0.800
C -1.448 3.007 1.002
C -0.926 4.289 1.156
C 0.444 4.149 1.031
C 1.453 5.258 1.049
C 1.281 6.141 2.285
C 1.330 6.085 -0.235
C -2.882 2.559 0.988
C -3.838 3.745 0.928
C -3.188 1.675 2.198
H 2.975 -4.615 2.329
H 3.019 -3.367 3.574
H 4.178 -3.325 2.241
H 1.163 -2.990 1.982
H 3.298 -2.767 -0.182
H 1.563 -2.528 -0.416
H 2.167 -4.119 0.022
H 3.669 -1.084 3.728
H 4.498 1.399 3.985
H 1.591 2.002 4.689
H 2.983 2.323 5.731
H 2.541 0.657 5.326
H 2.680 3.652 3.034
H 4.333 3.369 2.471
H 4.029 3.773 4.158
H 2.925 2.933 0.958
H 4.301 1.514 -3.492
H 5.480 2.796 -1.841
H 4.886 1.776 0.961
H 6.401 2.562 0.501
H 5.914 1.044 -0.266
H 4.365 4.362 0.478
H 3.814 4.716 -1.161
H 5.528 4.815 -0.754
H 2.579 -0.452 -4.428
H 0.247 1.517 -4.487
H 0.755 0.471 -5.824
H 1.810 1.774 -5.260
H -0.152 -0.535 -3.076
H 1.167 -1.686 -2.750
H 0.410 -1.606 -4.345
H -1.466 5.205 1.320
H 2.448 4.821 1.069
H 0.315 6.649 2.266
H 2.059 6.906 2.315
H 1.335 5.560 3.206
H 0.372 6.607 -0.262
H 1.383 5.448 -1.119
H 2.127 6.829 -0.290
H -3.020 1.960 0.081
H -3.746 4.364 1.824
H -4.869 3.396 0.868
H -3.639 4.370 0.058
H -3.060 2.239 3.125
H -2.515 0.821 2.227
H -4.215 1.308 2.158
N -1.187 -1.474 1.568
C -1.374 -2.933 1.421
C -2.798 -3.306 1.040
C -3.234 -2.944 -0.375
C -2.482 -3.700 -1.465
N -1.200 -3.036 -1.754
H -0.297 -1.307 2.036
H -1.895 -1.116 2.200
H -1.130 -3.453 2.356
H -0.685 -3.282 0.651
H -3.492 -2.855 1.759
H -2.892 -4.388 1.176
H -3.115 -1.874 -0.554
H -4.303 -3.155 -0.464
H -3.113 -3.767 -2.359
H -2.283 -4.725 -1.137
H -1.422 -2.102 -2.086
H -0.726 -3.510 -2.515
O -1.971 -0.077 -1.543
N -2.869 0.092 -2.449
C -2.874 1.259 -3.029
C -1.913 2.267 -2.666
N -1.128 3.044 -2.342
C -3.844 1.518 -4.048
N -4.609 1.736 -4.877